The ion C5H9IN3 with charge +1. Source: the OMol25 dataset; level of theory: ωB97M-V with the def2-TZVPD basis set.

Properties
**E**: -17893.33705 eV
**Energy relative to the best compared isomer or geometry (same formula, charge and spin)**: 185.04 kJ/mol
**HOMO**: -13.06 eV
**HOMO-LUMO gap**: 8.696 eV
**SMILES**: CC=C=NC(=[NH2+])NCI
**Total charge**: +1

Structure (XYZ):
```
18
Properties=species:S:1:pos:R:3:forces:R:3
C -1.568806 -0.106840 -2.872644 -1.129 0.795 0.261
C -1.748872 0.060380 -1.404547 -2.004 1.610 1.270
C -0.973458 -0.382345 -0.472269 0.170 0.219 -0.897
N -0.210109 -0.892311 0.327185 -1.105 -0.088 -0.062
C 0.887007 -0.799926 1.019723 1.249 0.599 1.529
N 1.715852 -1.852508 0.897870 3.313 1.710 3.147
N 1.118875 0.169996 1.948373 -2.201 0.145 -1.782
C 0.396070 1.436423 1.972441 -0.106 0.557 1.240
I 0.966431 2.806070 0.283741 -0.389 -0.903 1.206
H -2.396913 -0.583236 -3.413937 0.009 0.778 0.239
H -0.826006 -0.785568 -2.861905 2.754 -2.609 -0.881
H -1.109092 0.782628 -3.304567 -0.709 0.145 -0.201
H -2.573469 0.703486 -0.993865 0.800 -0.451 -0.413
H 1.843539 -2.221013 0.012343 -0.366 -1.185 -2.081
H 2.691132 -1.720697 1.341011 -2.223 -0.294 -0.775
H 1.903342 0.181213 2.532876 1.408 -0.599 0.603
H -0.690299 1.294489 1.989610 0.285 -0.071 -0.644
H 0.574776 1.909758 2.998561 0.244 -0.357 -1.760
```
Forces are in eV/Å.


A cluster of 2 separate species, C5H7NO4 in total. Source: the OMol25 dataset; level of theory: ωB97M-V with the def2-TZVPD basis set.

Properties
**E**: -14973.13005 eV
**Energy relative to the best compared isomer or geometry (same formula, charge and spin)**: 487.44 kJ/mol
**HOMO**: -9.40 eV
**HOMO-LUMO gap**: 8.713 eV
**SMILES**: O=C1CN=C([C@H]2CO2)O1.O
**Total charge**: 0

Structure (XYZ):
```
17
Properties=species:S:1:pos:R:3:forces:R:3
O 2.300187 1.903976 0.648901 -0.239 -0.585 0.168
C 1.739535 0.851660 0.611249 0.619 0.645 -0.800
C 2.239166 -0.562317 0.409695 0.386 0.027 0.722
N 1.053861 -1.389055 0.523958 -0.605 -0.359 -0.021
C 0.073331 -0.593669 0.631527 0.318 0.534 -0.706
C -1.356179 -0.951221 0.503022 -0.018 -4.048 -3.789
C -2.475971 -0.037960 0.216456 -1.970 0.442 6.231
O -1.899852 -0.339461 -0.950503 2.825 -0.307 1.053
O 0.370584 0.749104 0.633448 -0.723 0.213 0.557
H 2.719854 -0.664511 -0.573585 -0.228 -0.001 0.210
H 2.982714 -0.818398 1.178721 -0.165 0.031 -0.268
H -1.553411 -2.025250 0.560919 0.386 0.256 -0.307
H -3.499399 -0.402186 0.374164 0.504 -0.233 -0.076
H -2.023233 0.163428 1.424941 -1.249 3.300 -2.892
O -0.073503 1.262003 -2.412297 0.015 -0.091 0.087
H -0.758494 0.818127 -1.886578 0.112 0.054 -0.167
H 0.160811 2.035729 -1.894035 0.032 0.124 0.000
```
Forces are in eV/Å.


A cluster of 2 separate species, CH3IO2P in total. Source: the OMol25 dataset; level of theory: ωB97M-V with the def2-TZVPD basis set.

Properties
**E**: -22569.26572 eV
**Energy relative to the best compared isomer or geometry (same formula, charge and spin)**: 504.51 kJ/mol
**HOMO (spin up / spin down)**: -4.68 / -4.61 eV
**HOMO-LUMO gap (spin up / spin down)**: 7.614 / 7.560 eV
**Total charge**: -1

Structure (XYZ):
```
8
Properties=species:S:1:pos:R:3:forces:R:3
C -0.212911 0.816745 -0.497891 -1.905 -0.804 -1.470
O -0.121560 -1.826814 -0.784344 -0.324 -0.929 -0.095
O -1.329954 -0.960475 2.178319 2.871 0.551 -3.767
P 0.006958 -0.804694 0.268655 -2.485 -0.738 2.267
I 2.508142 -0.661419 0.575561 0.188 0.107 0.436
H -1.313036 0.974647 -0.661447 0.989 -0.185 0.113
H 0.085928 1.365258 0.298158 0.734 2.637 2.361
H 0.376434 1.096754 -1.377010 -0.067 -0.640 0.155
```
Forces are in eV/Å.


The molecule C6H7N. Source: the OMol25 dataset; level of theory: ωB97M-V with the def2-TZVPD basis set.

Properties
**E**: -7820.05718 eV
**Energy relative to the best compared isomer or geometry (same formula, charge and spin)**: 539.36 kJ/mol
**HOMO**: -8.23 eV
**HOMO-LUMO gap**: 8.903 eV
**Total charge**: 0

Structure (XYZ):
```
14
Properties=species:S:1:pos:R:3:forces:R:3
C 0.871350 -0.653963 0.347398 3.129 -3.082 0.587
C -0.367376 1.450324 0.117953 1.625 0.588 0.492
C -0.202127 0.029533 0.243088 -3.959 2.074 -0.881
C 2.997389 0.319839 -0.458490 -0.244 0.156 -0.443
C -0.481502 2.629454 -0.090643 -0.466 0.904 -1.503
C -1.589202 -0.515233 0.010564 0.190 -1.821 -1.239
N 2.162022 -0.022938 0.489890 -0.408 -0.512 -2.003
H 0.885175 -1.807363 0.356392 -0.128 2.029 -0.067
H 2.487687 0.118132 -1.437489 0.130 -0.089 0.439
H -0.666505 3.563627 -0.661368 0.291 -1.032 1.279
H -2.082134 -0.631735 0.965272 -0.280 -0.359 0.180
H -2.140049 0.250763 -0.544353 -0.062 -0.515 -0.042
H -1.540951 -1.495863 -0.602503 -0.330 1.474 1.206
H 2.481340 0.110351 1.397756 0.510 0.185 1.992
```
Forces are in eV/Å.


A cluster of 3 separate species, C2H9NO2 in total. Source: the OMol25 dataset; level of theory: ωB97M-V with the def2-TZVPD basis set.

Properties
**E**: -7804.31711 eV
**Energy relative to the best compared isomer or geometry (same formula, charge and spin)**: 39.44 kJ/mol
**HOMO**: -10.17 eV
**HOMO-LUMO gap**: 11.128 eV
**SMILES**: C=NC.O.O
**Total charge**: 0

Structure (XYZ):
```
14
Properties=species:S:1:pos:R:3:forces:R:3
C 1.569665 0.172016 1.949838 -0.381 0.053 -0.575
N 0.717325 0.420200 1.050734 -0.223 -0.253 0.246
C -0.557954 -0.295949 1.142444 0.065 0.270 -0.195
H 2.491218 0.736086 1.925353 0.284 -0.103 0.190
H 1.390997 -0.593606 2.711048 0.154 0.138 0.139
H -0.994652 -0.417331 0.155536 0.106 -0.232 -0.092
H -1.261443 0.341048 1.669390 -0.082 0.088 0.247
H -0.466435 -1.254548 1.654681 -0.033 -0.063 0.039
O -2.044274 0.185175 -1.993900 -0.020 0.129 -0.144
H -1.128802 0.190736 -2.311616 0.013 -0.238 0.225
H -2.586625 0.343236 -2.771191 -0.043 -0.002 0.019
O 0.815706 -0.302523 -1.803484 -0.091 0.268 -0.261
H 1.217205 0.311955 -2.428409 0.120 -0.097 0.098
H 0.838069 0.163506 -0.950425 0.132 0.043 0.065
```
Forces are in eV/Å.


A cluster of 2 separate species, C2H4ClNO in total. Source: the OMol25 dataset; level of theory: ωB97M-V with the def2-TZVPD basis set.

Properties
**E**: -18195.26777 eV
**Energy relative to the best compared isomer or geometry (same formula, charge and spin)**: 368.56 kJ/mol
**HOMO**: -8.77 eV
**HOMO-LUMO gap**: 9.335 eV
**Total charge**: 0

Structure (XYZ):
```
9
Properties=species:S:1:pos:R:3:forces:R:3
C -0.175124 0.200088 -1.181379 1.498 0.206 0.590
C 0.584386 0.685447 1.679044 0.122 0.373 1.856
N -0.469276 -1.017830 -1.053536 0.817 0.768 0.267
O 0.050793 -0.489577 1.816110 0.286 -0.422 -0.296
Cl -0.388741 1.133465 -2.630279 -0.113 0.028 -0.326
H 0.568686 1.142869 2.789439 -0.157 -0.843 -1.816
H 0.452939 0.751701 -0.423417 -1.299 -0.327 -0.409
H -0.689281 -1.382738 -1.962695 -0.908 -0.607 -0.379
H 0.065617 -1.023424 0.966713 -0.246 0.824 0.513
```
Forces are in eV/Å.


A cluster of 14 separate species, C32H72BF4N7O6 in total. Source: the OMol25 dataset; level of theory: ωB97M-V with the def2-TZVPD basis set.

Properties
**E**: -68603.80565 eV
**Energy relative to the best compared isomer or geometry (same formula, charge and spin)**: 321.31 kJ/mol
**HOMO**: -9.01 eV
**HOMO-LUMO gap**: 9.255 eV
**Total charge**: 0

Structure (XYZ):
```
122
Properties=species:S:1:pos:R:3:forces:R:3
C -1.661369 -3.882885 -1.165902 3.639 0.187 0.006
C -1.241369 -2.381885 -1.033902 -4.435 1.312 -0.005
C -0.734369 -1.941885 0.381098 -0.890 -3.497 -1.969
N -0.379369 -0.540885 0.394098 -2.012 1.465 0.568
C -1.597369 0.371115 0.336098 2.551 -0.140 4.998
C 0.532631 -0.126885 -0.625902 5.113 1.042 -0.893
C 1.200631 1.150115 -0.090902 0.953 2.339 -0.314
C 1.323631 0.965115 1.404098 2.400 -1.943 1.680
C 0.307631 -0.167885 1.651098 -0.703 2.076 2.731
H -1.912369 -4.390885 -2.112902 -0.724 1.196 0.287
H -2.233369 -4.079885 -0.323902 -1.949 -0.812 1.081
H -0.749369 -4.489885 -0.925902 -0.249 0.447 0.069
H -2.174369 -1.694885 -1.347902 1.863 -1.438 0.629
H -0.504369 -2.110885 -1.704902 1.556 0.329 -1.579
H 0.124631 -2.653885 0.406098 0.019 1.179 1.177
H -1.483369 -2.167885 1.159098 0.661 0.262 -0.205
H -1.228369 1.390115 0.375098 0.204 0.184 1.670
H -2.441369 0.102115 0.968098 0.805 -0.047 1.055
H -2.065369 0.562115 -0.463902 -2.879 -0.473 -7.552
H 0.149631 0.127115 -1.613902 -0.203 -1.009 0.064
H 1.514631 -0.706885 -0.544902 -2.104 -0.715 -0.920
H 0.505631 1.956115 -0.371902 0.825 0.417 0.294
H 2.275631 1.396115 -0.454902 -2.190 -0.660 -0.308
H 1.116631 1.776115 2.116098 -0.051 0.129 -0.970
H 2.511631 0.588115 1.768098 -3.513 0.863 -1.330
H -0.437369 0.193115 2.425098 0.633 -0.862 -1.076
H 0.788631 -0.998885 2.040098 0.707 -1.819 0.602
B -0.091369 3.051115 -3.428902 1.949 3.689 1.042
F 0.008631 4.103115 -4.369902 -0.294 -1.062 0.332
F -1.399369 2.739115 -3.154902 -0.749 0.054 0.216
F 0.696631 1.986115 -3.728902 -0.096 -1.593 -1.024
F 0.529631 3.570115 -2.183902 -0.833 -0.203 -0.350
C -4.366369 -2.530885 2.569098 1.726 -1.259 -1.511
C -3.059369 -2.007885 3.180098 -7.283 -2.340 -2.934
N -2.118369 -1.545885 3.535098 5.099 2.284 2.098
H -4.662369 -3.414885 3.164098 -0.055 0.564 -0.267
H -5.218369 -1.808885 2.458098 1.272 -0.408 0.305
H -4.053369 -2.987885 1.493098 -0.854 1.249 2.424
C 3.261631 4.286115 0.278098 2.925 -5.899 -3.865
C 4.007631 3.086115 0.820098 0.278 0.146 -0.012
N 4.525631 2.163115 1.285098 -0.382 0.663 -0.435
H 2.699631 3.831115 -0.527902 -1.863 0.468 0.590
H 3.081631 4.789115 1.078098 -2.929 3.382 4.550
H 3.917631 4.839115 -0.302902 1.866 1.219 -0.898
C 2.290631 -4.445885 -1.927902 4.037 6.168 0.913
C 2.068631 -3.057885 -2.497902 -0.406 1.159 -1.305
N 1.887631 -1.992885 -2.956902 0.501 -2.678 1.270
H 3.408631 -4.506885 -1.780902 -1.350 -0.142 0.492
H 1.688631 -4.464885 -1.105902 -0.958 -0.294 2.899
H 2.017631 -5.164885 -2.504902 -1.786 -4.276 -4.222
C -2.553369 2.152115 4.620098 -0.213 -2.330 -4.703
C -3.787369 1.582115 3.819098 -0.369 0.271 0.515
N -4.715369 1.123115 3.273098 2.167 0.950 1.063
H -2.098369 3.006115 4.025098 -0.422 -1.243 0.893
H -2.771369 2.344115 5.595098 -1.130 1.072 2.524
H -1.924369 1.221115 4.687098 0.076 1.135 -0.431
C 4.884631 -1.006885 -0.534902 1.875 -0.526 3.702
C 3.871631 -1.769885 0.199098 -3.136 -1.555 1.782
N 3.042631 -2.410885 0.753098 2.814 2.133 -1.767
H 4.571631 -0.901885 -1.520902 -0.059 0.055 -1.960
H 5.082631 0.002115 -0.057902 -0.534 -1.106 -0.479
H 5.812631 -1.649885 -0.277902 -1.045 1.183 -1.299
C 2.702631 -3.784885 3.922098 1.844 -1.013 -4.713
C 1.703631 -4.440885 2.986098 -0.173 -0.306 -1.082
N 0.919631 -4.871885 2.228098 1.944 1.038 2.017
H 2.767631 -4.180885 4.833098 0.044 -2.343 3.476
H 3.789631 -3.538885 3.591098 -1.894 -1.295 -0.318
H 2.403631 -2.848885 4.084098 -1.848 3.955 0.459
C 2.554631 1.582115 4.765098 1.520 1.952 4.240
C 2.600631 0.120115 5.077098 -2.941 -0.223 1.286
O 1.202631 -0.397885 4.993098 0.920 -1.922 1.291
H 3.503631 2.094115 5.104098 -0.189 -0.943 -0.672
H 1.976631 2.031115 5.619098 -0.463 -0.208 -1.203
H 2.359631 2.061115 3.835098 -0.633 -0.606 -0.897
H 2.949631 -0.216885 6.080098 0.154 1.148 -0.488
H 3.117631 -0.417885 4.390098 1.915 -1.513 -2.241
H 1.221631 -1.304885 5.476098 -0.271 2.391 -1.334
C -3.870369 3.947115 0.755098 -1.954 1.616 -1.479
C -3.271369 4.057115 -0.656902 -1.631 -3.704 3.466
O -1.929369 3.940115 -0.440902 -0.036 1.101 7.231
H -3.441369 4.509115 1.533098 1.386 1.768 0.350
H -3.807369 3.037115 1.262098 -0.541 -2.245 -0.152
H -4.878369 4.388115 0.691098 -0.122 -0.844 0.301
H -3.361369 4.998115 -0.993902 -1.543 3.170 -1.894
H -3.663369 3.193115 -1.286902 0.333 1.416 0.367
H -1.649369 3.713115 -1.204902 4.495 -2.377 -8.286
C 5.257631 2.624115 -2.651902 -3.599 2.341 -6.820
C 3.718631 2.605115 -3.176902 2.365 -1.460 3.548
O 3.185631 1.262115 -3.060902 -2.092 2.104 -1.459
H 5.412631 3.718115 -2.586902 1.028 -0.544 -0.866
H 5.739631 1.946115 -3.366902 0.736 0.793 0.436
H 5.275631 2.353115 -1.740902 0.307 -2.670 6.576
H 3.750631 3.003115 -4.106902 0.041 0.370 -3.587
H 3.202631 3.417115 -2.681902 -0.864 -0.328 1.008
H 2.251631 1.381115 -3.509902 2.448 -0.744 1.432
C 0.535631 4.880115 3.846098 -6.839 4.760 -0.037
C -0.147369 5.052115 2.428098 -3.856 0.308 2.974
O -0.208369 3.812115 1.822098 -1.441 -0.701 -3.971
H 0.389631 5.798115 4.563098 1.067 -1.289 -1.795
H 1.390631 4.461115 3.746098 6.206 -2.129 -0.344
H -0.076369 4.202115 4.373098 -0.819 -1.269 0.423
H 0.108631 5.839115 1.805098 1.905 1.369 -1.258
H -1.273369 5.476115 2.607098 1.859 -1.096 0.211
H -0.731369 3.871115 0.823098 1.672 0.061 3.807
C -2.110369 -1.495885 -5.025902 2.930 -1.176 -2.095
C -1.327369 -0.206885 -4.502902 0.971 -1.097 -4.419
O -1.996369 0.315115 -3.452902 -0.434 -0.207 1.305
H -1.564369 -1.864885 -5.980902 -0.382 0.855 1.177
H -3.105369 -1.404885 -5.468902 -0.155 0.520 0.935
H -1.971369 -2.466885 -4.455902 -0.557 1.507 0.205
H -1.131369 0.597115 -5.383902 -1.398 -1.496 1.349
H -0.219369 -0.361885 -4.377902 -0.947 -0.851 0.778
H -1.514369 1.122115 -3.327902 -0.341 1.098 0.824
C -4.347369 -6.288885 -3.671902 2.571 -4.033 1.401
C -4.969369 -6.721885 -5.015902 3.139 5.931 0.404
O -4.499369 -7.909885 -5.390902 -3.742 -2.705 5.560
H -3.155369 -6.145885 -3.514902 -2.593 -0.702 -1.196
H -4.636369 -7.122885 -2.966902 0.513 0.824 -0.208
H -4.709369 -5.431885 -3.269902 -1.592 2.750 0.873
H -4.396369 -5.782885 -5.601902 -2.479 -2.285 0.085
H -6.055369 -6.681885 -4.875902 0.180 0.174 -0.683
H -4.019369 -7.963885 -6.099902 4.016 0.059 -6.234
```
Forces are in eV/Å.


The molecule C3H5FO. Source: the OMol25 dataset; level of theory: ωB97M-V with the def2-TZVPD basis set.

Properties
**E**: -7953.17538 eV
**Energy relative to the best compared isomer or geometry (same formula, charge and spin)**: 321.63 kJ/mol
**HOMO**: -10.40 eV
**HOMO-LUMO gap**: 11.102 eV
**SMILES**: OC/C=C\F
**Total charge**: 0

Structure (XYZ):
```
10
Properties=species:S:1:pos:R:3:forces:R:3
O -2.009231 -0.183749 -0.349264 2.243 2.748 3.016
C -0.689290 -0.737146 0.097637 -3.212 -4.534 -2.087
C 0.177384 0.365547 -0.081752 1.614 2.550 -0.365
C 1.468420 0.496103 -0.203008 4.855 -0.475 2.316
F 2.375942 -0.720799 -0.187022 -2.433 3.040 -0.124
H -1.783174 0.734744 0.180138 -2.464 -2.999 -2.243
H -0.831156 -1.034782 1.209143 0.675 0.016 -1.901
H -0.502671 -1.761407 -0.730340 -0.242 3.131 3.007
H -0.311399 1.377788 -0.125080 0.601 -0.842 0.279
H 2.105172 1.463704 0.189546 -1.637 -2.635 -1.898
```
Forces are in eV/Å.